59
Properties=species:S:1:pos:R:3:forces:R:3 method="wB97M-V/def2-TZVPD" multiplicity=8 e_lumo_ev="0.19 / 0.01" total_charge=0 gap_ev="5.36 / 6.40" homo_energy_ev="-5.1776 / -6.3916" s2=15.886
C -2.412916 -2.244707 -0.676050 -1.19 0.14 -0.22
C 0.633458 -3.021898 -1.254241 2.26 -1.91 -1.34
C -1.664967 -1.213171 -1.514401 -9.34 -2.47 -3.93
H -3.244087 -2.603250 -1.303056 0.01 -0.20 0.27
C 0.947640 -2.073506 -2.244594 2.56 -3.43 -2.72
H 1.416260 -3.180458 -0.500595 -0.58 -0.53 -0.83
H -2.170913 -0.252431 -1.452779 -0.05 -0.01 0.16
H 1.946154 -1.637025 -2.208676 0.09 -0.17 -0.22
C -1.426945 -1.596749 -2.988791 -0.75 0.21 0.05
H -1.919884 -0.852576 -3.629560 0.11 -0.23 0.00
H -1.935140 -2.544978 -3.182020 0.11 0.07 -0.05
C -1.606235 -3.446154 -0.173134 0.12 -0.34 0.15
H -2.292364 -4.274778 0.071379 0.17 0.34 -0.01
H -1.093704 -3.181358 0.768939 -0.06 -0.17 -0.11
C -0.543358 -3.926355 -1.176394 -0.17 -0.67 -0.03
H -0.991504 -4.077535 -2.165335 0.00 -0.07 0.18
H -0.160067 -4.905514 -0.850753 -0.28 0.09 -0.06
C 0.055700 -1.692061 -3.390010 0.63 -0.19 -0.31
H 0.201634 -2.417855 -4.209923 -0.31 0.28 0.06
H 0.404108 -0.726336 -3.778495 -0.06 -0.08 -0.08
Eu 0.001669 -0.945888 -0.708274 3.02 6.25 0.68
H -2.872491 -1.742583 0.189246 0.07 -0.09 -0.23
C -1.735270 1.980633 -2.306775 -0.17 -0.59 -0.28
Si -0.476412 1.960267 -0.898132 0.57 0.40 0.26
C 1.171800 1.687556 -1.758335 0.26 -0.09 -0.22
C -0.667590 3.830690 -0.616051 0.22 0.38 0.63
C -0.672974 0.653872 0.644437 1.28 3.75 5.19
C 0.608352 -0.524213 1.534373 1.68 -1.88 -0.55
C 0.853041 -0.843874 2.883818 -1.29 0.74 0.23
C 1.954807 -1.601251 3.268879 -0.01 -0.01 -0.48
C 2.819321 -2.085665 2.302329 1.54 -0.74 1.26
C 2.493890 -1.973610 0.974123 2.17 -1.24 2.91
N 1.398462 -1.394876 0.748222 -1.08 3.53 0.81
Si 0.031175 2.024895 1.972568 -0.37 0.29 0.54
C 1.762263 2.623616 1.441848 0.15 0.54 -0.29
C -1.203367 3.372920 2.486459 -0.21 0.54 -0.40
C 0.585824 1.847922 3.811275 0.21 -0.68 0.41
H -1.542023 2.855166 -2.955619 0.00 -0.20 0.56
H -2.756410 2.062526 -1.898313 0.24 -0.18 -0.36
H -1.628567 1.121076 -2.974272 -0.41 -0.02 0.10
H 1.266369 2.428796 -2.577300 0.02 -0.51 0.27
H 2.041277 1.772006 -1.093975 -0.25 -0.02 -0.20
H 1.188840 0.676812 -2.201987 0.30 0.31 -0.29
H -1.726582 4.045700 -0.389897 0.47 0.02 0.00
H -0.015275 4.272147 0.148806 -0.43 -0.02 -0.13
H -0.436712 4.356417 -1.559876 -0.03 -0.48 0.19
H 0.194540 -0.484112 3.664117 0.07 0.05 -0.15
H 2.156689 -1.782176 4.321494 -0.14 0.06 -0.18
H 3.720528 -2.625159 2.588282 -0.09 0.19 0.07
H 3.135182 -2.432581 0.238265 -0.29 -0.09 -0.61
H 1.799753 3.202936 0.511786 0.15 -0.23 0.14
H 2.198386 3.272026 2.226780 -0.25 -0.36 -0.27
H 2.416669 1.739455 1.337452 -0.18 0.28 0.01
H -1.996981 2.896539 3.085572 0.29 0.10 -0.13
H -0.675427 4.101488 3.130519 -0.24 -0.35 -0.22
H -1.686118 3.951767 1.698841 -0.08 -0.14 0.11
H -0.234480 1.475089 4.449010 0.47 -0.03 0.01
H 1.508002 1.255598 3.933593 -0.52 -0.02 0.11
H 0.876972 2.836769 4.205200 -0.42 -0.10 -0.46

***

75
Properties=species:S:1:pos:R:3:forces:R:3 method="wB97M-V/def2-TZVPD" multiplicity=1 e_lumo_ev=-0.40 total_charge=0 gap_ev=8.39 homo_energy_ev=-8.7819
C 3.932696 2.267079 -1.528107 0.37 0.15 0.06
C 3.419495 1.078368 -1.769916 -0.13 0.19 0.50
C 2.006905 0.699852 -1.508382 -1.10 0.24 -0.42
I 1.168971 0.707294 -3.537776 0.16 -0.22 -0.17
O 1.233056 1.712975 -0.822066 0.41 -0.27 0.39
S -0.092477 1.046106 -0.234819 -1.91 -0.06 -0.04
O -0.518620 1.715406 0.937150 0.89 0.01 0.31
O -1.092592 0.885846 -1.234545 0.84 0.24 -0.03
O 0.517037 -0.403804 0.080186 0.14 1.26 -0.54
C 1.779604 -0.517091 -0.607454 1.26 -2.05 1.41
C 2.851153 -0.638224 0.514624 0.50 1.05 -0.46
C 3.167847 0.613240 1.342436 -0.14 -0.05 0.55
C 2.270663 0.807085 2.566701 0.12 -0.22 -0.10
N 2.969335 1.533942 3.634427 -0.46 0.09 -0.02
C 3.002834 2.979442 3.377042 0.25 -0.31 -0.65
C 4.384109 3.512599 3.058457 -0.04 0.03 0.25
C 5.490954 2.687182 2.891256 0.20 0.58 -0.12
C 6.728699 3.232646 2.560225 -0.09 -0.01 -0.09
C 6.887461 4.603311 2.397607 -0.39 -0.19 0.10
C 5.788591 5.435966 2.590643 0.05 -0.17 -0.01
C 4.556569 4.893577 2.919995 0.22 -0.20 0.01
O 3.465209 5.737455 3.101768 0.11 -0.17 -0.04
P 1.729462 -2.237040 -1.368452 -1.74 -0.68 -1.07
O 3.167325 -2.547730 -2.022124 0.05 0.54 0.35
O 1.686568 -3.196256 -0.082311 0.57 0.36 0.19
S 0.243724 -2.593856 -2.511110 0.12 0.13 0.05
H 4.914171 2.517341 -1.897143 0.21 -0.06 0.17
H 3.427464 3.018407 -0.942847 -0.30 0.19 -0.23
H 4.015457 0.300556 -2.222313 -0.02 0.00 -0.41
H 3.778540 -0.938274 0.021284 0.09 -0.08 0.00
H 2.602458 -1.431811 1.209202 -0.30 -0.21 -0.18
H 4.173866 0.480441 1.731721 0.14 -0.09 -0.02
H 3.193625 1.527315 0.764914 0.02 0.04 -0.15
H 1.344237 1.312075 2.287779 -0.09 0.01 -0.01
H 1.989364 -0.172436 2.955109 0.04 -0.08 0.10
H 2.418422 1.366283 4.464121 0.19 0.10 0.23
H 2.544735 3.557152 4.174132 0.02 -0.03 0.23
H 2.396995 3.175315 2.485448 -0.20 0.22 0.06
H 5.404269 1.623209 3.024577 -0.16 -0.11 0.11
H 7.560337 2.558814 2.416730 0.17 0.03 0.00
H 7.844661 5.019202 2.124837 0.10 0.05 0.01
H 5.868435 6.508174 2.495649 0.03 0.11 -0.05
H 3.473613 6.017941 4.021389 -0.12 0.15 0.05
H 3.758292 -1.785922 -2.001888 0.23 -0.13 -0.10
H 2.251780 -3.965438 -0.228878 -0.01 -0.12 0.14
O -3.190256 0.761513 -4.959142 0.13 -0.04 -0.16
S -3.471417 -0.470295 -4.283697 -0.30 -0.06 0.30
O -2.785339 -1.668085 -4.661027 0.15 0.06 -0.12
O -5.044318 -0.735751 -4.358480 0.02 0.04 0.13
C -5.667716 -0.693977 -5.655527 -0.20 -0.06 -0.49
C -5.415640 -1.953951 -6.460274 0.21 -0.05 0.05
C -3.346596 -0.247392 -2.550171 -0.15 -0.16 -0.04
H -5.338401 0.195512 -6.195129 0.11 0.01 0.10
H -6.733006 -0.581652 -5.461843 0.04 0.02 0.21
H -4.366323 -2.042731 -6.737630 0.00 0.02 0.00
H -6.010777 -1.939467 -7.374021 -0.05 0.04 0.03
H -5.677086 -2.838293 -5.879373 -0.07 0.01 -0.01
H -3.904382 0.640248 -2.265055 0.02 0.02 -0.03
H -2.292921 -0.124332 -2.313760 -0.23 -0.13 -0.23
H -3.741783 -1.132693 -2.056565 -0.02 -0.02 -0.05
O -4.529471 -5.452945 1.989298 -0.03 -0.07 0.18
S -4.129919 -4.079578 2.030842 0.01 0.23 -0.32
O -3.755938 -3.474975 3.271653 0.02 -0.14 0.13
O -5.262309 -3.198432 1.342793 0.09 0.02 -0.09
C -6.615419 -3.353309 1.816893 -0.51 -0.01 0.25
C -6.853969 -2.634440 3.129689 0.21 -0.03 0.11
C -2.870884 -3.785840 0.840769 0.05 0.05 -0.12
H -6.860644 -4.413698 1.892309 0.16 -0.03 -0.02
H -7.244879 -2.928075 1.037696 0.18 0.03 -0.13
H -6.296230 -3.097984 3.942138 -0.01 -0.02 -0.01
H -7.913983 -2.662813 3.383290 -0.02 0.00 -0.07
H -6.532041 -1.595463 3.061774 -0.06 0.02 -0.04
H -3.176269 -4.210239 -0.111537 -0.02 0.00 0.01
H -1.965339 -4.270791 1.197855 -0.03 -0.02 0.05
H -2.712044 -2.713787 0.756951 0.00 0.00 0.02

***

62
Properties=species:S:1:pos:R:3:forces:R:3 method="wB97M-V/def2-TZVPD" multiplicity=5 e_lumo_ev="-5.05 / -9.65" total_charge=+2 gap_ev="8.05 / 4.24" homo_energy_ev="-13.1098 / -13.8905" s2=6.029
Ir 0.017817 0.169204 -0.491971 -0.32 0.06 3.22
P -0.067499 -2.086849 -0.229142 -2.38 -1.00 -0.63
C -1.832038 -2.348331 -0.796427 0.41 0.23 1.16
C -2.751241 -1.228603 -0.507092 0.31 0.01 -0.40
N -2.194859 0.018894 -0.490434 -0.09 -0.58 0.22
C -2.961510 1.121590 -0.504220 -1.25 0.00 0.03
C -4.365272 1.011073 -0.481603 0.88 0.32 0.46
C -4.969741 -0.258386 -0.447616 0.55 0.03 -0.34
C -4.148778 -1.378913 -0.510976 0.02 -0.07 -0.07
C -2.226643 2.450877 -0.564863 -0.85 -0.19 0.17
P -0.528729 2.233894 -1.171213 0.31 1.17 -0.52
H -4.547994 -2.387117 -0.655506 0.03 0.43 0.31
H -4.957117 1.922438 -0.409969 0.08 -0.25 -0.21
H -6.062356 -0.353780 -0.450135 0.54 0.03 0.05
H -2.784634 3.084710 -1.263971 0.15 0.23 0.32
H -2.215734 2.911955 0.439040 0.05 -0.03 -0.41
H -1.781483 -2.220446 -2.050372 -0.24 -1.01 1.13
H -2.244677 -3.312182 -0.451346 0.27 0.30 -0.34
H -0.961961 -1.371418 -3.366936 -1.32 -1.66 -0.31
O -1.749939 -2.135679 -3.290008 0.65 -0.07 -2.08
H -1.439868 -2.979192 -3.694150 -0.40 0.87 0.28
H 0.393762 -0.348416 -2.366324 -1.07 -0.22 -1.99
O -0.001514 -0.541482 -3.373221 4.92 -0.11 0.03
H 0.855749 -0.970645 -3.784707 -2.45 1.19 0.58
C -0.585274 2.382331 -2.950348 -0.26 0.26 -1.11
H -1.395728 3.101283 -3.222160 0.73 -0.48 -0.08
H 0.404313 2.749161 -3.321130 -0.82 -0.24 0.24
H -0.765444 1.375743 -3.407788 -0.04 1.22 0.35
C 0.458951 3.603277 -0.546677 0.10 0.59 0.12
H 1.434929 3.612504 -1.060827 -0.40 -0.01 0.17
H -0.059389 4.557854 -0.743689 0.29 -0.28 0.08
H 0.632169 3.498267 0.535959 -0.14 0.05 -0.37
C -0.099090 -2.821652 1.395980 0.49 -0.13 0.36
H -0.497490 -3.838329 1.360743 0.23 0.02 -0.09
H 0.914232 -2.797005 1.784165 0.10 -0.25 0.35
H -0.739205 -2.236402 2.046730 -0.10 0.16 0.05
C 1.057320 -3.014926 -1.261469 0.20 -0.54 -0.24
H 2.019315 -3.049003 -0.740227 -0.05 -0.09 -0.18
H 0.702047 -4.034047 -1.442138 0.13 0.06 0.07
H 1.194597 -2.505669 -2.221979 -0.02 -0.24 0.31
C 3.468974 -1.228509 1.753557 -0.03 -0.22 -0.23
N 3.624467 0.080758 1.202181 0.12 0.93 0.43
C 4.820202 0.324995 0.453190 0.73 0.10 -0.76
C 2.504195 0.876296 0.881429 0.87 0.05 0.26
C 1.475381 0.928118 1.960424 1.41 0.18 1.06
C 1.809097 1.228371 3.285001 0.50 0.12 -0.73
C 0.833673 1.191362 4.272246 0.68 0.25 0.07
C -0.475124 0.873603 3.926363 -1.82 -0.84 -1.91
C -0.821793 0.565595 2.586320 -0.25 0.50 1.72
C 0.174045 0.584339 1.590106 -1.31 -0.26 -1.13
H 4.478434 -1.592601 1.990018 -0.54 -0.08 0.25
H 3.027330 -1.926033 1.023668 0.00 -0.16 0.03
H 2.822033 -1.188973 2.635802 0.26 -0.24 -0.01
H 4.780828 -0.051937 -0.589540 -0.11 0.05 0.22
H 5.042194 1.405675 0.391114 -0.07 -0.47 0.16
H 5.660420 -0.196708 0.929146 -0.16 0.33 -0.07
H 2.855516 1.896958 0.676433 -0.08 -0.12 -0.22
H 1.962349 0.510267 -0.075744 0.39 0.28 0.19
H 2.841135 1.502439 3.522520 -0.34 -0.19 -0.04
H 1.084351 1.425953 5.306267 -0.05 -0.06 -0.25
H -1.255001 0.845623 4.680134 0.11 0.05 -0.03
H -1.862704 0.357832 2.307381 0.43 0.01 0.30